A molecular structure, C8H14N2 at a distorted geometry. Source: the OMol25 dataset; level of theory: the ωB97M-V functional and the def2-TZVPD basis.

Each line ends with the Löwdin charge.
Cartesian coordinates (Å):
C -0.063 1.658 1.649  -0.16
C 1.605 -0.315 0.263  -0.18
C 2.146 -1.481 0.070  -0.03
C 1.388 1.646 1.794  -0.19
C 2.012 1.085 0.520  -0.20
C -1.276 -0.064 -1.792  -0.06
C -2.476 -1.316 0.057  -0.09
C -1.156 -0.933 -0.507  -0.44
N -0.764 0.790 1.023  0.03
N -0.320 -0.305 0.494  0.02
H -0.629 2.325 2.374  0.13
H 1.703 -2.385 0.148  0.00
H 3.289 -1.654 0.252  0.08
H 1.730 2.744 1.990  0.14
H 1.706 1.018 2.649  0.12
H 3.137 1.089 0.514  0.13
H 1.698 1.704 -0.197  0.06
H -1.473 0.964 -1.572  0.05
H -0.299 -0.165 -2.315  0.07
H -2.064 -0.415 -2.663  0.14
H -3.234 -0.772 -0.554  0.07
H -2.769 -1.120 1.104  0.08
H -2.678 -2.432 -0.112  0.10
H -0.572 -1.859 -0.733  0.13

Properties
* 2S+1: 3
* E_tot: -422.44171 Ha
* energy relative to the best compared isomer or geometry (same formula, charge and spin): 139.17 kJ/mol
* gap between HOMO and LUMO (alpha / beta): 5.275 / 7.394 eV



A molecular structure, C4H10BaO4 at a distorted geometry. Source: the OMol25 dataset; level of theory: the ωB97M-V functional and the def2-TZVPD basis.

Each line ends with the Löwdin charge.
Cartesian coordinates (Å):
Ba -2.234 1.886 3.043  1.97
C -3.571 4.054 -2.734  -0.12
O -3.793 3.050 -1.693  -0.17
H -4.216 4.929 -2.655  0.08
H -2.525 4.359 -2.711  0.08
H -3.766 3.564 -3.688  0.08
H -4.678 2.697 -1.819  0.06
C 0.620 -2.815 -0.766  -0.05
O 1.730 -2.965 0.104  0.00
C 1.922 -2.089 1.142  -0.48
O 1.092 -1.329 1.601  0.06
O 3.265 -2.172 1.597  -0.02
C 3.654 -1.381 2.711  -0.07
H -0.145 -3.587 -0.676  0.10
H 1.190 -2.966 -1.682  0.11
H 0.136 -1.842 -0.851  0.09
H 3.460 -0.338 2.462  0.08
H 4.712 -1.473 2.958  0.10
H 3.149 -1.581 3.657  0.09

Properties
* E_tot: -484.18986 Ha
* energy relative to the best compared isomer or geometry (same formula, charge and spin): 351.12 kJ/mol
* total charge: +2
* gap between HOMO and LUMO: 5.678 eV



- Which of these has the lowest energy relative to the best compared isomer or geometry (same formula, charge and spin)?
  C8H14N2



What did the first record say?
A molecular structure, C8H14N2 at a distorted geometry. Source: the OMol25 dataset; level of theory: the ωB97M-V functional and the def2-TZVPD basis.

Each line ends with the Löwdin charge.
Cartesian coordinates (Å):
C -0.063 1.658 1.649  -0.16
C 1.605 -0.315 0.263  -0.18
C 2.146 -1.481 0.070  -0.03
C 1.388 1.646 1.794  -0.19
C 2.012 1.085 0.520  -0.20
C -1.276 -0.064 -1.792  -0.06
C -2.476 -1.316 0.057  -0.09
C -1.156 -0.933 -0.507  -0.44
N -0.764 0.790 1.023  0.03
N -0.320 -0.305 0.494  0.02
H -0.629 2.325 2.374  0.13
H 1.703 -2.385 0.148  0.00
H 3.289 -1.654 0.252  0.08
H 1.730 2.744 1.990  0.14
H 1.706 1.018 2.649  0.12
H 3.137 1.089 0.514  0.13
H 1.698 1.704 -0.197  0.06
H -1.473 0.964 -1.572  0.05
H -0.299 -0.165 -2.315  0.07
H -2.064 -0.415 -2.663  0.14
H -3.234 -0.772 -0.554  0.07
H -2.769 -1.120 1.104  0.08
H -2.678 -2.432 -0.112  0.10
H -0.572 -1.859 -0.733  0.13

Properties
* 2S+1: 3
* E_tot: -422.44171 Ha
* energy relative to the best compared isomer or geometry (same formula, charge and spin): 139.17 kJ/mol
* gap between HOMO and LUMO (alpha / beta): 5.275 / 7.394 eV